No. 1
Below is a 2-piece molecular cluster, C5H13NO2 overall in a non-equilibrium geometry, with properties calculated with the ωB97M-V functional and the def2-TZVPD basis.

The value obtained for the LUMO energy is 0.7 eV. For the frontier orbital gap, the calculation gives 10.43 eV. The energy above the lowest of the compared OMol25 structures with the same formula, charge and spin is 237.7 kJ/mol. Its HOMO energy is -0.3559 Ha. The calculation puts the total energy at -10979.4157 eV.

Structure (XYZ):
```
21
C5H13NO2 | the Open Molecules 2025 dataset | the ωB97M-V functional and the def2-TZVPD basis
H -3.3211 -0.0806 -0.3571
N 0.0580 -0.0528 0.0188
H -0.3608 -2.2454 0.4872
H 7.1485 -0.7398 0.6666
C -2.3994 0.4063 0.0126
H -1.0410 2.1494 -0.4969
O 0.8790 1.2132 1.5516
H -2.0406 -2.3707 1.0206
C -1.3600 -1.9287 0.2960
H 1.6212 1.4442 -0.3860
H -2.6868 2.4975 -1.0365
H 6.2832 -1.4585 -0.2016
C -1.9613 1.6349 -0.9090
H -1.8239 1.4151 -2.0283
O 7.0287 -0.8346 -0.2711
H -2.9952 0.8549 0.7735
C -1.2042 -0.4121 0.5840
H 0.0505 -0.1024 -1.0264
H -1.1733 -0.1329 1.6501
C 0.8597 1.0311 0.3660
H -1.5612 -2.2881 -0.7141
```

No. 2
Below is a 24-piece molecular cluster, C12H76N2O26 overall in a non-equilibrium geometry, with properties calculated with the ωB97M-V functional and the def2-TZVPD basis.

The value obtained for the LUMO energy is -4.6 eV. For the frontier orbital gap, the calculation gives 9.41 eV. As for the total charge: +2. The energy above the lowest of the compared OMol25 structures with the same formula, charge and spin is 0.0 kJ/mol. Its HOMO energy is -0.5164 Ha. The calculation puts the total energy at -69866.2100 eV.

Structure (XYZ):
```
116
C12H76N2O26 | the Open Molecules 2025 dataset | the ωB97M-V functional and the def2-TZVPD basis
C 2.2794 4.4862 -2.7142
O 2.3522 1.5319 3.0184
H -0.0104 2.6653 -2.4679
O -1.7702 -3.4231 -0.8459
O 3.6436 -5.0435 5.6927
H -1.4205 -1.0695 1.3066
H -3.3207 0.6394 -4.0614
O -2.3092 -0.8273 4.6142
H -4.1980 -3.6212 -1.9777
H -0.0639 -1.7785 -3.9149
H 5.1559 6.2832 -0.1955
H -3.0012 -2.7581 1.8260
H 1.2609 -3.5580 6.5254
H -0.3011 1.2908 -6.0173
H 4.8152 -2.4882 3.8975
H -5.0695 2.1204 -0.4139
H 1.4291 -0.6264 1.4196
H -6.8347 -0.3474 -4.6855
H -2.0466 1.6240 -6.2352
H -0.3865 0.7527 -0.4278
O -1.0688 2.7439 -4.8514
H 2.1339 -6.8369 1.4786
H 0.5723 -4.0474 3.1229
H 4.4474 -2.5933 0.3501
H 3.0924 -2.8082 0.0275
H -2.9759 -0.9888 -0.7825
H -3.7463 -1.3249 1.8808
H 1.0886 -3.9561 -1.6913
H 0.6285 4.3232 -1.3880
O -5.8773 -0.9632 -1.1038
H -6.1161 3.1794 -2.4678
H 0.5403 1.5030 2.9037
O 2.1269 1.3108 -1.2128
H 4.3593 -4.6295 6.1632
H -1.1593 3.1307 0.8293
C -1.0036 2.1097 -6.1148
H 3.0227 0.8235 -0.7782
H 0.2510 -0.8877 3.6727
O -2.9480 -1.8557 1.9649
H -0.9590 4.0388 -2.4564
H -0.7331 0.5235 1.6779
O 1.7729 -4.0871 -1.0637
H -5.5805 0.7810 -0.1419
H -5.3816 4.2539 -1.9386
O 2.4754 -6.8648 2.2681
C 0.0203 3.5520 -4.4846
H -0.6920 2.9315 -6.7677
H 4.4983 0.6503 1.4290
H -0.2011 4.6549 -4.9316
C -0.8184 -0.1653 -0.3767
H 4.2862 -5.5998 3.6995
C 0.4008 -1.5806 2.9878
O 4.8957 -5.5576 3.0410
O -4.4401 -3.2372 -1.1037
O 4.3875 4.4862 -1.4346
H -2.9523 0.8433 -0.4458
C -2.3375 -0.0820 -0.9123
H 4.8124 4.6406 0.4957
H 3.6954 -5.9492 6.0516
H 0.9373 3.0362 -4.8109
H -1.6436 -4.1726 -0.3360
C 0.5919 -1.0571 1.6137
H 6.3179 4.9360 -0.6023
H -0.2014 -0.8302 -1.0052
H 2.6874 5.5170 -0.6504
H 0.2584 5.4818 -2.6058
H -6.0311 -0.8215 -2.0292
H 2.7890 1.2080 2.1587
C 3.1496 5.2013 -1.6406
H 2.3193 4.9279 -3.6833
H -5.4107 -1.7429 -1.2359
H 2.0348 -4.3549 3.5053
N 0.8655 4.5317 -2.3580
H -0.3175 -2.3119 3.1718
O -6.0116 3.5934 -1.6065
H 3.3573 6.1158 -2.0184
H 2.6605 3.4396 -2.7050
O 3.7561 0.4154 0.9040
O -5.4376 1.4413 0.3547
H 3.3387 -6.6601 2.3690
O -1.9365 3.0434 0.3268
H -2.5147 -0.9365 3.6827
H -0.6484 2.3987 3.2232
H 5.5034 -6.4344 3.2975
O -0.3252 1.6316 2.8045
H 1.5445 -3.8198 1.8504
C 1.5200 -3.6286 2.8780
C 0.0097 3.5616 -2.9156
N -0.6602 -0.4058 1.0173
C -3.3378 0.5695 -3.0759
O -6.8124 -0.1597 -3.7200
H 1.6330 3.6591 1.1280
O -0.2527 -0.7707 -4.1265
O 0.5958 -2.9037 6.4926
H -0.1041 -3.4205 5.9473
H -2.6814 3.4879 0.8757
H 2.4147 2.4372 2.9619
H -3.7160 1.4905 -2.7664
H -7.6595 -0.2901 -3.3868
O 1.1477 3.4908 0.3027
H 1.6864 2.8061 -0.0073
H 3.9705 -0.4500 0.7167
H 3.2744 -1.9598 4.0076
H -0.8892 -0.7443 -3.3326
O 4.2289 -1.7695 4.2844
H -4.1258 -0.1699 -2.7977
H -2.8395 0.0337 4.7941
O -2.1964 0.1547 -2.3477
H 2.5001 -4.2395 -1.5322
H -4.8975 -3.6277 -0.5387
O 1.5559 -2.2636 3.4411
C 5.1556 5.1645 -0.4236
O 3.6118 -2.2444 0.2020
H -2.7473 -3.5206 -0.8020
H 2.4504 1.3790 -2.1346
H 0.8105 -1.7610 0.9444
```

No. 3
Below is a 2-piece molecular cluster, C2H10NS2 overall in a non-equilibrium geometry, with properties calculated with the ωB97M-V functional and the def2-TZVPD basis.

The value obtained for the LUMO energy is -3.5 eV. For the frontier orbital gap, the calculation gives 9.29 eV. As for the total charge: +1. The energy above the lowest of the compared OMol25 structures with the same formula, charge and spin is 28.2 kJ/mol. Its HOMO energy is -0.4718 Ha. The calculation puts the total energy at -25390.2219 eV.

Structure (XYZ):
```
15
C2H10NS2 | the Open Molecules 2025 dataset | the ωB97M-V functional and the def2-TZVPD basis
H -0.2267 2.6002 0.5318
S 1.2181 0.4309 -0.1190
H -0.2197 -2.2475 -1.6777
H -0.7945 -2.6146 -0.0585
H -2.6457 -1.2268 -1.8835
S -0.5600 1.3038 0.4102
H -1.6766 -3.2647 -1.4846
H -1.4852 -0.3063 -1.0997
C 2.0319 0.2730 1.5026
H 2.2277 1.2819 1.8643
N -1.9767 -1.2094 -1.1136
C -1.1059 -2.4461 -1.0810
H 2.9313 -0.3130 1.4151
H -2.5556 -1.2063 -0.2666
H 1.3380 -0.2101 2.1782
```

No. 4
Below is H4SSi as an isolated structure in a non-equilibrium geometry, with properties calculated with the ωB97M-V functional and the def2-TZVPD basis.

The value obtained for the LUMO energy is -0.9 eV. For the frontier orbital gap, the calculation gives 8.43 eV. The energy above the lowest of the compared OMol25 structures with the same formula, charge and spin is 146.4 kJ/mol. Its HOMO energy is -0.3434 Ha. The calculation puts the total energy at -18776.2562 eV.

Structure (XYZ):
```
6
H4SSi | the Open Molecules 2025 dataset | the ωB97M-V functional and the def2-TZVPD basis
H 1.1992 2.3745 1.3820
H 0.8022 -1.6983 -0.0818
S -1.1847 0.7014 -0.3707
H 0.7579 1.8214 1.0619
H -1.1113 -2.0755 -1.4443
Si -0.4634 -1.1235 -0.5471
```

No. 5
Below is a 2-piece molecular cluster, C4H7NO2 overall, with properties calculated with the ωB97M-V functional and the def2-TZVPD basis.

The value obtained for the LUMO energy is -0.3 eV. For the frontier orbital gap, the calculation gives 9.69 eV. The energy above the lowest of the compared OMol25 structures with the same formula, charge and spin is 244.8 kJ/mol. Its HOMO energy is -0.3666 Ha. The calculation puts the total energy at -9844.7430 eV.

Structure (XYZ):
```
14
C4H7NO2 | the Open Molecules 2025 dataset | the ωB97M-V functional and the def2-TZVPD basis
H -0.3008 1.1046 2.5345
H 2.5661 0.3373 -2.6394
H 1.4382 -1.6955 -0.7310
N -0.1833 -0.5019 -1.2175
O 1.1520 -0.7099 1.9676
H -2.1258 0.2051 -0.8565
H 1.8339 0.2186 -2.5814
H -0.8490 1.4243 -0.7363
C -1.1108 0.3881 -0.4955
C -0.9159 0.1348 1.0017
C 0.6336 -1.0401 -0.4025
C 0.4178 -0.6043 1.0142
H -1.6877 -0.5651 1.3692
O -0.8683 1.3040 1.7729
```

No. 6
Below is C2H18LiN4O7 as an isolated structure, with properties calculated with the ωB97M-V functional and the def2-TZVPD basis.

The value obtained for the LUMO energy is -3.1 eV. For the frontier orbital gap, the calculation gives 9.92 eV. As for the total charge: +1. Its HOMO energy is -0.4767 Ha. The calculation puts the total energy at -22863.7872 eV.

Structure (XYZ):
```
32
C2H18LiN4O7 | the Open Molecules 2025 dataset | the ωB97M-V functional and the def2-TZVPD basis
N -0.1952 -1.9383 2.3233
H -0.0320 2.1416 -1.7677
O 1.1557 -1.7045 -0.3896
H -3.0075 -3.4943 2.0645
H 2.1154 -1.6388 -0.4063
O 0.3521 0.9337 1.4658
O -2.0889 -0.9612 -0.3745
O -2.3838 1.7088 1.1057
H 0.4050 -2.6204 1.8977
H -2.5290 -1.4244 -1.0934
C 2.4766 2.1047 -2.1952
H -1.3054 1.2786 -1.9606
H 3.3362 0.7607 -0.8749
N 2.6888 1.5231 -0.9608
H -1.4994 -3.9383 1.3953
N 3.4130 1.8921 -3.1604
H -3.1162 1.1757 1.4369
O 1.4912 2.8158 -2.3834
H 0.1542 -1.0063 2.4522
H 3.3248 2.5043 -3.9520
H -0.4631 1.2917 1.8587
O -0.5268 1.3812 -1.4055
O -2.2822 -1.1160 2.6315
H -2.7895 2.3465 0.5096
H 0.9408 -2.3054 -1.1117
H 1.8685 1.5730 -0.3854
H -2.7889 -0.7295 0.2467
C -1.5617 -2.0540 2.3009
H 1.0695 1.3920 1.9143
Li -0.4145 -0.0017 -0.0667
N -2.0531 -3.2512 1.8727
H 4.2455 1.3611 -2.9877
```

Please write out number 4 again, unchanged.
Below is H4SSi as an isolated structure in a non-equilibrium geometry, with properties calculated with the ωB97M-V functional and the def2-TZVPD basis.

The value obtained for the LUMO energy is -0.9 eV. For the frontier orbital gap, the calculation gives 8.43 eV. The energy above the lowest of the compared OMol25 structures with the same formula, charge and spin is 146.4 kJ/mol. Its HOMO energy is -0.3434 Ha. The calculation puts the total energy at -18776.2562 eV.

Structure (XYZ):
```
6
H4SSi | the Open Molecules 2025 dataset | the ωB97M-V functional and the def2-TZVPD basis
H 1.1992 2.3745 1.3820
H 0.8022 -1.6983 -0.0818
S -1.1847 0.7014 -0.3707
H 0.7579 1.8214 1.0619
H -1.1113 -2.0755 -1.4443
Si -0.4634 -1.1235 -0.5471
```

- The lowest frontier orbital gap belongs to which entry?
  H4SSi

Copy entry 3 word for word.
Below is a 2-piece molecular cluster, C2H10NS2 overall in a non-equilibrium geometry, with properties calculated with the ωB97M-V functional and the def2-TZVPD basis.

The value obtained for the LUMO energy is -3.5 eV. For the frontier orbital gap, the calculation gives 9.29 eV. As for the total charge: +1. The energy above the lowest of the compared OMol25 structures with the same formula, charge and spin is 28.2 kJ/mol. Its HOMO energy is -0.4718 Ha. The calculation puts the total energy at -25390.2219 eV.

Structure (XYZ):
```
15
C2H10NS2 | the Open Molecules 2025 dataset | the ωB97M-V functional and the def2-TZVPD basis
H -0.2267 2.6002 0.5318
S 1.2181 0.4309 -0.1190
H -0.2197 -2.2475 -1.6777
H -0.7945 -2.6146 -0.0585
H -2.6457 -1.2268 -1.8835
S -0.5600 1.3038 0.4102
H -1.6766 -3.2647 -1.4846
H -1.4852 -0.3063 -1.0997
C 2.0319 0.2730 1.5026
H 2.2277 1.2819 1.8643
N -1.9767 -1.2094 -1.1136
C -1.1059 -2.4461 -1.0810
H 2.9313 -0.3130 1.4151
H -2.5556 -1.2063 -0.2666
H 1.3380 -0.2101 2.1782
```